# 1
The following is a DFT calculation (ωB97M-V/def2-TZVPD) of a single C3H3N3O2 molecule in a non-equilibrium geometry.

```
11
Properties=species:S:1:pos:R:3:forces:R:3
C 0.280107 -1.384628 0.280897 0.77 -0.94 0.55
O 0.830694 -1.121533 -0.993896 0.12 1.14 0.70
N 1.098560 0.357973 -0.870742 -0.76 -0.61 -0.40
C -0.128013 0.844724 -0.249445 7.53 3.34 -2.15
N -0.332145 2.135296 0.155566 0.32 -4.87 -2.58
O -1.406361 1.840401 0.839647 -3.14 -0.40 2.46
N -1.652791 0.490786 1.008020 -0.70 -0.99 1.55
C -0.697745 -0.187430 0.353067 -3.52 0.82 2.36
H 1.148329 -0.898556 1.021731 -2.09 -2.27 -0.98
H 0.003751 -2.622610 0.258275 0.59 4.00 0.66
H 0.855614 0.545577 -1.803121 0.87 0.78 -2.17
```
Forces are in eV/Å.

The orbital gap comes out at 0.3694 Ha. Its LUMO energy is 0.0005 hartree. The calculation puts the energy above the lowest of the compared OMol25 structures with the same formula, charge and spin at 877.0 kJ/mol. Its SMILES is C1ONc2nonc21. Its HOMO energy is -10.04 eV.

# 2
The following is a DFT calculation (ωB97M-V/def2-TZVPD) of a molecular structure, C15H21BBeN8SeSi.

```
48
Properties=species:S:1:pos:R:3:forces:R:3
Be 0.018902 0.505787 -1.418643 0.01 -0.05 0.08
C -0.039346 4.452353 -1.149522 0.00 0.05 -0.06
C -0.002996 3.333439 -1.977800 0.00 -0.06 -0.05
N 0.013247 2.221679 -1.248548 -0.02 0.16 0.12
N -0.011544 2.598346 0.066883 -0.02 -0.01 -0.05
C -0.045626 3.940185 0.131846 0.00 -0.09 -0.10
B -0.014995 1.436502 1.122899 0.02 -0.05 0.10
N 1.255580 0.580399 0.784987 -0.11 0.01 -0.15
C 2.366988 0.309170 1.479693 -0.01 -0.04 -0.04
C 3.251657 -0.352060 0.643136 0.12 0.03 -0.03
C 2.593603 -0.438890 -0.581015 -0.05 -0.07 0.05
N 1.386153 0.116996 -0.486331 -0.08 0.01 0.36
N -1.268372 0.562927 0.761313 0.05 0.02 -0.16
C -2.392536 0.271638 1.427597 0.05 -0.03 -0.04
C -3.245106 -0.403771 0.569345 -0.12 0.02 -0.05
C -2.556565 -0.479234 -0.638496 0.06 0.02 0.06
N -1.362832 0.100744 -0.515218 0.09 0.04 0.39
N -0.020996 1.817514 2.581803 -0.02 -0.11 -0.35
C 0.038631 2.986241 3.284031 0.01 -0.08 -0.27
C 0.040189 2.678985 4.612362 0.00 -0.21 0.26
C -0.018454 1.267978 4.644348 0.00 -0.18 0.00
N -0.053157 0.744551 3.430221 0.00 0.53 0.19
H -0.059595 5.488946 -1.442647 0.00 -0.09 0.03
H 0.011657 3.278604 -3.057461 0.00 0.00 0.12
H -0.075873 4.459292 1.072833 -0.01 -0.02 -0.17
H 2.457406 0.587928 2.518871 -0.06 -0.01 -0.11
H 4.244211 -0.697504 0.883731 -0.12 0.00 -0.02
H 2.928757 -0.872592 -1.513505 -0.03 0.05 0.08
H -2.512639 0.546173 2.464455 0.06 -0.01 -0.10
H -4.236223 -0.767741 0.786230 0.11 0.00 -0.01
H -2.860606 -0.921376 -1.578159 0.03 0.06 0.09
H 0.080060 3.950944 2.807619 0.01 -0.15 0.14
H 0.077814 3.359255 5.448776 0.00 -0.05 -0.11
H -0.036005 0.610925 5.503960 0.00 0.10 -0.08
C 1.626958 -3.712625 -2.894140 0.12 0.08 -0.14
Si 0.007287 -3.000018 -2.336190 0.00 -0.13 0.12
C -1.464989 -3.771858 -3.153210 -0.12 0.06 -0.18
C -0.153878 -3.079490 -0.495291 -0.12 0.03 0.14
Se 0.031118 -0.801347 -3.271704 0.02 0.09 -0.06
H 1.536147 -4.804344 -2.891111 0.02 0.09 0.02
H 2.428996 -3.440391 -2.204263 -0.01 -0.02 -0.07
H 1.904846 -3.399967 -3.903600 0.00 -0.08 0.07
H -1.364977 -4.860317 -3.084169 -0.04 0.08 0.01
H -1.547928 -3.504026 -4.209296 -0.02 -0.08 0.07
H -2.388138 -3.485243 -2.642903 0.03 -0.03 -0.07
H -0.141842 -4.148172 -0.236770 0.00 0.14 -0.04
H -1.096019 -2.662400 -0.129873 0.13 -0.06 -0.03
H 0.671018 -2.604139 0.032923 0.03 0.04 0.02
```
Forces are in eV/Å.

The orbital gap (alpha / beta) comes out at 0.3652 / 0.2131 Ha. Its expectation value of S² is 0.7528. Its LUMO energy (alpha / beta) is -0.0757 / -0.2279 hartree. Its multiplicity is 2. Its HOMO energy (alpha / beta) is -12.00 / -12.00 eV. Its total charge is +1.

# 3
The following is a DFT calculation (ωB97M-V/def2-TZVPD) of a molecular structure, C36H68O18S7 in a non-equilibrium geometry.

```
129
Properties=species:S:1:pos:R:3:forces:R:3
C 1.762580 2.612320 24.219730 0.97 2.00 -1.53
C 1.376980 3.187890 22.873350 -0.08 1.39 0.08
C 1.223350 4.688400 23.106030 -1.01 1.17 0.18
S 0.664460 4.956670 24.835420 3.01 -0.31 1.65
O -0.727230 5.397560 24.931990 7.11 -1.30 4.80
O 1.693020 5.711120 25.546250 -0.88 -0.21 -0.80
C 0.851830 3.205090 25.331620 -2.61 3.19 -5.39
H 2.741930 3.024340 24.463060 0.47 -0.30 -0.08
H 1.744460 1.525470 24.300500 1.11 1.28 -1.83
H 0.422340 2.847310 22.472390 0.07 -0.48 0.04
H 2.157480 3.087900 22.119080 -0.11 -0.45 0.00
H 0.460900 5.164880 22.489790 0.04 -0.01 -0.21
H 2.132220 5.285270 23.029910 0.08 -0.22 0.10
H -0.112550 2.697220 25.343540 0.82 1.75 -0.93
H 1.300130 3.106190 26.320220 -0.62 7.32 -3.45
C -0.598530 1.437430 28.679100 6.39 0.20 1.42
C 0.716390 0.811390 29.248240 1.33 0.83 -0.73
C 1.642960 0.507810 28.012680 -1.23 0.55 -0.12
S 1.356850 1.877590 26.880990 0.52 -7.09 4.94
O 0.976990 1.266270 25.585170 0.85 -6.16 5.79
O 2.485250 2.784140 27.062920 2.20 -1.15 1.42
C -0.142180 2.506660 27.651400 -0.31 -0.86 0.71
H -1.207920 1.941110 29.429460 0.88 -0.48 0.07
H -1.235750 0.665230 28.248100 4.97 -0.54 0.75
H 0.629470 -0.094410 29.848300 -0.46 0.04 -0.10
H 1.285840 1.525010 29.843700 -0.11 0.14 0.30
H 1.237610 -0.296720 27.399070 0.37 -0.49 0.41
H 2.719880 0.467510 28.176150 -0.22 -0.28 0.14
H -0.831200 2.684020 26.825620 -0.19 -0.07 0.70
H 0.090750 3.485700 28.070110 0.14 -0.17 0.25
C -6.122590 -2.659780 27.970100 -0.29 0.44 0.90
C -5.458800 -1.565350 27.161400 -0.61 -0.50 1.40
C -4.397680 -0.828880 28.055520 -4.51 -1.68 5.07
S -5.243790 -0.737830 29.731150 -2.85 -2.20 0.09
O -5.918060 0.597450 29.907830 -1.86 -3.28 0.39
O -4.363810 -1.290750 30.758040 -0.25 0.80 -0.09
C -6.574150 -2.011200 29.307690 -0.21 1.14 0.49
H -5.452040 -3.482840 28.217120 0.20 0.06 -0.33
H -6.927540 -3.050340 27.347510 -0.35 -0.15 0.43
H -6.175990 -0.851030 26.757080 -0.08 -1.39 1.56
H -4.932100 -1.895830 26.266160 -0.40 -0.88 0.31
H -4.014220 0.143980 27.747960 -5.82 0.76 5.97
H -3.564070 -1.519710 28.181820 -0.96 -0.38 2.65
H -7.439480 -1.350070 29.260580 0.31 -0.33 -0.51
H -6.856690 -2.636210 30.154820 0.96 -0.43 -0.01
C -3.425310 1.864180 24.633050 1.04 -2.41 -0.56
C -1.893210 1.911820 24.732770 -0.18 -2.31 0.95
C -1.510830 0.779480 25.586570 -1.93 -0.86 0.69
S -2.874790 0.566420 26.859660 3.93 4.21 -7.48
O -2.440980 1.087700 28.160720 1.19 -3.44 -14.25
O -3.505110 -0.740000 26.689090 4.77 0.37 -12.46
C -4.004850 1.720500 26.025230 9.40 -2.34 3.20
H -3.727290 1.018720 24.014900 0.54 -0.42 -0.14
H -3.726860 2.768080 24.103750 -0.72 -3.83 0.48
H -1.539820 2.863830 25.128860 0.18 -2.28 1.62
H -1.351530 1.813670 23.791990 -0.29 -0.01 -0.37
H -0.534800 0.849100 26.066810 -1.34 0.19 -0.23
H -1.569430 -0.187180 25.086350 -1.15 1.62 -0.97
H -3.807900 2.643500 26.570560 3.82 -3.17 0.38
H -5.006360 1.403080 26.315600 4.83 -0.79 1.88
C -3.783420 1.692010 29.454910 -1.71 2.71 5.88
C -4.359170 2.691760 28.503950 -0.45 1.53 2.53
C -3.332350 3.851280 28.371160 1.17 -0.94 1.97
S -2.504760 4.070910 29.981210 -0.98 -0.96 0.57
O -3.125460 5.166180 30.724900 0.73 -0.84 -0.82
O -1.069340 4.042240 29.738040 -0.57 0.87 0.51
C -3.099450 2.459520 30.605590 -2.08 0.45 0.73
H -3.018760 1.096060 28.956690 -4.94 0.43 7.34
H -4.486560 0.935150 29.802560 1.45 3.08 0.42
H -5.292750 3.112840 28.877080 0.67 -0.27 0.88
H -4.622090 2.280290 27.529440 0.86 -0.15 3.19
H -3.550170 4.874040 28.063580 -0.14 -0.63 0.24
H -2.550960 3.384070 27.771790 0.34 0.74 0.91
H -3.934230 2.782490 31.227650 -0.05 0.50 0.44
H -2.486780 1.914620 31.323790 0.61 0.05 -0.54
C -2.789450 4.157150 24.466180 -0.40 4.86 -2.70
C -2.943220 4.457110 25.929210 0.17 2.32 -0.03
C -3.853950 5.709760 25.995300 5.23 0.86 -5.44
S -3.579710 6.718830 24.433630 0.81 -2.50 1.21
O -2.862090 7.924920 24.777450 -0.35 0.22 -0.56
O -4.904080 6.742430 23.821960 0.36 0.39 -0.05
C -2.449780 5.452480 23.719610 -4.24 1.92 -1.88
H -3.741650 3.763670 24.110370 0.38 3.77 -0.18
H -1.986400 3.433020 24.328900 -1.79 3.39 -2.17
H -1.988520 4.701750 26.394830 -0.04 -0.25 -0.06
H -3.390610 3.642060 26.498100 1.53 2.65 -1.58
H -3.774010 6.447840 26.793390 0.44 0.06 0.07
H -4.883070 5.357200 25.926580 5.87 1.33 -4.77
H -1.475860 5.757080 24.102770 -2.42 1.48 -2.61
H -2.424570 5.580930 22.637500 -0.67 -0.75 -0.22
C -5.667640 0.565010 25.499350 -3.89 -2.84 -4.02
C -6.723170 -0.028460 24.570080 -0.33 -0.49 -1.06
C -7.908610 -0.531620 25.351750 -0.33 0.05 0.15
S -8.058520 0.633720 26.754530 -1.88 -2.10 0.66
O -8.112930 -0.291260 27.920360 -0.10 2.76 -1.82
O -9.192230 1.550440 26.545810 1.83 -0.62 0.27
C -6.451540 1.483790 26.442070 -3.07 -4.83 -2.17
H -4.959770 1.124210 24.887540 -3.33 -1.67 -1.22
H -5.099930 -0.179550 26.057420 -0.62 1.19 -1.92
H -6.307780 -0.842600 23.976170 0.13 -0.08 -0.05
H -6.981700 0.752410 23.854880 -0.28 0.09 -0.03
H -7.677370 -1.534630 25.710350 -0.13 0.23 0.53
H -8.892570 -0.636040 24.894560 0.12 0.51 -0.34
H -5.942810 1.758570 27.366090 -0.80 -3.04 -0.44
H -6.663610 2.402980 25.896000 -1.79 -2.55 -0.76
O -5.012800 2.947940 25.995000 -9.82 12.10 -4.61
C -5.731820 3.620010 26.730190 0.20 3.95 -1.00
O -6.623090 3.105380 27.536550 -4.13 4.95 3.15
C -7.368720 4.079540 28.320670 0.50 1.00 0.18
C -6.834000 5.405960 27.825940 -1.29 1.02 0.42
C -5.784230 5.118420 26.759870 -6.01 -1.01 6.43
H -7.098670 3.932980 29.366470 -0.13 -0.35 -0.07
H -8.451370 4.031390 28.203800 0.23 -0.87 -0.35
H -6.451570 5.967660 28.678190 0.50 -0.02 -0.17
H -7.618050 6.060430 27.445090 -0.16 -0.23 -0.18
H -4.838840 5.514920 27.130180 -2.83 -0.68 2.62
H -5.990010 5.600310 25.804080 -1.92 0.03 0.23
O -3.135470 -3.850930 26.865920 0.03 0.77 -0.31
C -2.335470 -3.103010 26.361110 0.73 -1.53 0.33
O -1.823440 -3.361840 25.133970 -0.32 0.22 -1.94
C -0.957220 -2.287770 24.609590 -0.61 -1.43 0.43
C -0.576410 -1.604920 25.855710 1.87 0.68 1.77
C -1.597580 -1.964150 26.946520 2.73 -1.02 1.26
H -1.418680 -1.647550 23.857740 -0.81 -0.19 -0.01
H -0.087050 -2.719900 24.115450 -0.26 -0.38 0.07
H -0.582150 -0.519280 25.758490 2.27 -2.97 0.47
H 0.439940 -1.936690 26.067960 -0.08 -0.10 0.63
H -2.349990 -1.244880 27.269980 3.00 -1.91 0.01
H -1.082950 -2.221800 27.872190 0.15 -0.77 -0.06
```
Forces are in eV/Å.

The orbital gap comes out at 0.2493 Ha. Its LUMO energy is -0.0122 hartree. Its HOMO energy is -7.12 eV.

# 4
The following is a DFT calculation (ωB97M-V/def2-TZVPD) of a molecular structure, C7H13BrF3N3Nb in a non-equilibrium geometry.

```
28
Properties=species:S:1:pos:R:3:forces:R:3
F -1.597801 1.180493 1.363846 -0.40 -0.52 0.43
C -0.742782 1.763009 0.470089 0.11 -0.35 0.13
F -0.294080 2.842653 1.156556 0.54 0.52 0.28
F -1.575896 2.294704 -0.452944 -0.34 0.25 -0.72
Nb 0.830221 0.292758 -0.347551 4.04 -2.34 -1.43
Br 2.617519 -1.362339 -1.201736 -0.88 0.91 0.43
H -0.520898 -0.956039 -0.303151 -0.59 0.89 0.16
H 1.137134 -0.170499 1.402911 -1.02 0.10 0.30
H 1.946172 1.758686 -0.319116 -0.75 0.58 0.14
H 0.224911 0.656132 -2.039059 -0.82 0.15 0.36
C -1.089977 1.354124 -5.351235 0.07 0.29 -0.14
C -0.956832 0.093586 -4.648711 -0.13 0.19 -0.01
N -0.879327 -0.880575 -4.055814 -0.02 -0.57 -0.02
H -1.982639 1.878361 -5.018358 -0.04 -0.02 0.06
H -0.227844 1.986427 -5.149988 0.04 -0.01 0.05
H -1.160776 1.190394 -6.424478 0.00 -0.04 -0.03
C 2.337976 0.406710 4.164517 -0.28 0.04 0.26
C 3.345955 0.184262 3.149929 -0.26 0.04 0.03
N 4.101944 0.010390 2.310177 0.56 -0.06 -0.23
H 1.351638 0.292752 3.717263 -0.01 -0.01 -0.10
H 2.443877 -0.312542 4.974002 0.03 -0.04 0.01
H 2.422975 1.411184 4.573590 0.03 0.04 -0.02
C -2.405344 -2.485188 1.265874 -0.36 0.11 -0.08
C -1.078125 -3.025559 1.474192 -0.13 0.31 0.05
N -0.009923 -3.384361 1.667308 0.43 -0.46 0.16
H -3.102488 -2.881994 2.001795 0.02 -0.06 0.05
H -2.373654 -1.400447 1.349997 0.11 0.05 -0.04
H -2.761935 -2.737080 0.270094 0.03 0.00 -0.06
```
Forces are in eV/Å.

The orbital gap comes out at 0.2853 Ha. Its LUMO energy is 0.0888 hartree. Its HOMO energy is -5.35 eV. Its total charge is -1.

# 5
The following is a DFT calculation (ωB97M-V/def2-TZVPD) of 2 unconnected molecules or ions with the total composition H3OPS2 in a non-equilibrium geometry.

```
7
Properties=species:S:1:pos:R:3:forces:R:3
O 1.836947 -0.072990 0.119069 0.89 -0.32 -0.11
P -1.166184 -1.018124 -1.015504 -0.02 1.43 0.27
S 0.171797 -0.444554 2.547458 0.21 0.42 -0.25
S 0.645536 0.289640 0.847370 -0.82 1.70 -0.30
H -0.390646 -0.853294 -2.205259 -0.07 0.11 0.29
H -1.859473 0.262923 -1.212748 0.40 -0.90 0.04
H 0.762023 1.836399 0.919613 -0.59 -2.44 0.06
```
Forces are in eV/Å.

The orbital gap (alpha / beta) comes out at 0.2418 / 0.2687 Ha. Its LUMO energy (alpha / beta) is -0.0860 / -0.0655 hartree. The calculation puts the energy above the lowest of the compared OMol25 structures with the same formula, charge and spin at 516.0 kJ/mol. Its HOMO energy (alpha / beta) is -8.92 / -9.09 eV.

# 6
The following is a DFT calculation (ωB97M-V/def2-TZVPD) of a molecular structure, C15H8ClIMoNO7S2 in a non-equilibrium geometry.

```
36
Properties=species:S:1:pos:R:3:forces:R:3
Mo -0.422670 -0.051098 0.373258 -0.73 -0.68 1.01
Cl -1.337125 -6.914497 -0.075897 0.01 -0.03 0.00
C -0.671773 -5.327195 -0.017919 -0.05 0.01 -0.02
C 0.679782 -5.153467 0.064906 0.07 0.09 0.01
C 1.265885 -3.860304 0.129486 -0.41 -0.21 0.06
I 3.308218 -3.672525 0.289536 0.09 0.08 0.00
C 0.439732 -2.767593 0.108449 0.35 0.07 -0.14
O 0.866865 -1.488145 0.206268 -0.41 0.43 -0.25
C -0.950532 -2.939934 -0.024662 0.04 -0.22 0.00
N -1.675926 -1.789162 -0.077904 0.37 0.51 0.05
C -2.998358 -1.843466 -0.154242 0.03 -0.10 -0.05
C -3.668151 -3.066844 -0.219912 0.03 0.04 0.02
C -2.951535 -4.241108 -0.171463 -0.03 -0.02 -0.01
C -1.550165 -4.208076 -0.066295 0.11 0.12 -0.11
H 1.327939 -6.018087 0.092183 -0.03 -0.02 0.00
H -3.526390 -0.898517 -0.161331 -0.01 0.00 0.00
H -4.745043 -3.071364 -0.297594 0.00 -0.02 0.00
H -3.455961 -5.197320 -0.210340 -0.02 0.01 0.00
O -0.387917 -0.023456 4.325990 -0.34 -0.27 0.03
S -0.629808 0.441004 3.017815 0.67 0.58 0.01
O -1.618857 -0.261153 2.137437 -0.09 -0.13 -0.20
O 0.572403 0.357743 2.099936 0.45 0.10 0.23
C -1.126003 2.147031 3.102806 -0.06 -0.07 0.03
C -1.272363 2.643395 4.383105 0.02 0.01 0.11
C -1.674106 3.961801 4.597260 0.02 -0.05 -0.03
C -1.928480 4.785577 3.524209 0.01 -0.05 -0.06
C -1.783014 4.297092 2.225991 -0.06 0.10 0.02
C -1.392517 2.991554 2.005333 0.08 0.00 -0.05
S -1.228906 2.548844 0.299665 -0.38 -0.51 -0.30
O -2.033149 1.283543 0.082973 -0.08 0.09 -0.18
O -1.617255 3.632588 -0.515534 0.32 0.14 0.05
O 0.159295 1.976760 0.133455 0.01 0.01 -0.22
H -1.066522 1.998315 5.225190 -0.01 -0.01 -0.01
H -1.779106 4.324398 5.610039 0.00 0.01 0.00
H -2.238699 5.810113 3.673451 0.00 0.00 0.01
H -1.978188 4.939352 1.378950 0.01 -0.02 -0.01
```
Forces are in eV/Å.

The orbital gap (alpha / beta) comes out at 0.2382 / 0.2439 Ha. Its expectation value of S² is 2.0114. Its LUMO energy (alpha / beta) is -0.1851 / -0.1848 hartree. Its multiplicity is 3. The calculation puts the energy above the lowest of the compared OMol25 structures with the same formula, charge and spin at 31.4 kJ/mol. Its HOMO energy (alpha / beta) is -11.52 / -11.66 eV. Its total charge is +1.